[1]
Formula: C4H6N2
Source: OMol25
Level of theory: ωB97M-V/def2-TZVPD

The geometry in XYZ format:
```
12
Properties=species:S:1:pos:R:3:forces:R:3
C 2.7981 -0.4181 -0.0462 -1.1 -2.3 1.1
H 2.2179 -1.5920 -0.2474 2.8 3.3 -0.3
N 1.5708 0.3252 0.0069 -1.5 6.0 2.3
H 1.5139 1.2360 0.6704 1.1 -2.3 -2.3
H 3.1578 -0.4973 1.0137 0.1 -0.2 -0.9
C -0.7671 0.5904 -0.0589 3.8 -2.6 0.0
H -4.2700 -0.6992 0.3616 2.8 1.1 -1.2
C -3.2285 -0.2848 0.0073 4.0 -0.9 0.8
N 0.3344 -0.1397 -0.0134 -1.2 -1.4 -1.0
H -0.7801 1.6269 -0.1916 0.1 1.7 0.1
H 3.6534 0.2018 -0.6368 -2.3 -2.2 0.7
C -1.9407 -0.1500 -0.0563 -8.6 -0.3 0.6
```
Forces are in eV/Å.

## Properties
LUMO, Ha: 0.0262
Net charge: 0
HOMO level, eV: -7.849
DFT total energy, a.u.: -265.3022
Structure (SMILES): C#C/C=N/NC

Charges per atom according to natural (NBO) partitioning, unit e: number 1, C, carries -0.43; number 2, H, carries 0.25; number 3, N, carries -0.43; number 4, H, carries 0.34; number 5, H, carries 0.19; number 6, C, carries -0.14; number 7, H, carries 0.26; number 8, C, carries -0.25; number 9, N, carries -0.17; number 10, H, carries 0.19; number 11, H, carries 0.23; number 12, C, carries -0.04

[2]
Formula: C4H6N2
Source: OMol25
Level of theory: ωB97M-V/def2-TZVPD

The geometry in XYZ format:
```
12
Properties=species:S:1:pos:R:3:forces:R:3
H 1.5090 -0.0224 -1.7893 0.0 0.0 0.1
H 0.2626 -1.3595 1.8454 0.0 0.1 0.0
N -1.7796 0.5427 0.4359 -0.2 0.2 0.0
H -2.5709 1.1544 0.5297 -0.1 -0.2 -0.2
H 2.1731 0.5409 -0.2493 0.0 0.0 -0.1
C 0.2011 -0.2270 -0.0975 0.0 0.3 0.0
C -0.8378 0.5626 -0.5361 -0.1 0.0 0.1
C -0.2428 -0.6869 1.1666 0.1 -0.1 0.0
H 2.1428 -1.1608 -0.6126 -0.3 -0.2 0.1
N -1.4332 -0.2036 1.4895 0.2 -0.1 -0.1
C 1.5666 -0.2406 -0.7190 0.2 -0.1 -0.1
H -0.9910 1.1001 -1.4633 0.1 0.0 0.2
```
Forces are in eV/Å.

## Properties
LUMO, Ha: 0.0383
Net charge: 0
HOMO level, eV: -9.040
DFT total energy, a.u.: -265.5105
Structure (SMILES): Cc1cn[nH]c1

Charges per atom according to natural (NBO) partitioning, unit e: number 1, H, carries 0.22; number 2, H, carries 0.21; number 3, N, carries -0.33; number 4, H, carries 0.40; number 5, H, carries 0.22; number 6, C, carries -0.14; number 7, C, carries -0.06; number 8, C, carries -0.06; number 9, H, carries 0.22; number 10, N, carries -0.26; number 11, C, carries -0.62; number 12, H, carries 0.22

> Look up the net charge of the second one.

0